No. 1
# C6H30O9

9 unconnected molecules or ions with the total composition C6H30O9 (wB97M-V/def2-TZVPD, the OMol25 dataset).

```
45
Properties=species:S:1:pos:R:3:forces:R:3
C 1.972 2.035 -0.157 0.292 -0.295 -0.260
C 1.374 0.739 -0.728 0.332 0.433 0.120
O 1.919 -0.478 -0.139 -0.722 1.323 -0.218
H 1.453 2.893 -0.586 -0.218 -0.078 -0.116
H 3.017 2.183 -0.427 0.104 -0.270 0.058
H 1.890 2.140 0.925 -0.091 -0.331 0.020
H 1.505 0.700 -1.809 0.398 0.064 -0.120
H 0.294 0.842 -0.626 -0.236 -0.515 0.512
H 1.315 -1.154 -0.455 0.111 -0.417 0.043
C -2.830 -4.541 0.189 -1.911 -2.004 -0.025
C -1.509 -3.971 0.354 -0.266 1.672 0.009
O -1.135 -3.470 -0.918 1.601 -0.052 -0.241
H -2.869 -5.348 -0.543 0.283 -0.252 0.041
H -3.543 -3.820 -0.213 -0.079 0.274 0.400
H -3.160 -4.947 1.145 -0.474 0.060 0.002
H -0.791 -4.633 0.838 0.280 0.064 -0.644
H -1.704 -3.125 1.012 0.725 0.244 0.480
H -1.826 -2.865 -1.197 -0.074 0.102 -0.120
C -1.698 2.297 3.185 -0.122 0.385 -0.842
C -2.975 1.850 3.912 1.442 0.706 0.967
O -4.044 2.766 3.735 -0.158 -0.139 -0.299
H -1.313 3.306 3.332 -0.723 0.315 0.685
H -1.931 2.305 2.120 0.222 -0.351 -0.231
H -0.796 1.715 3.371 -0.407 -0.686 -0.008
H -2.788 1.874 4.985 0.369 -0.550 0.140
H -3.217 0.827 3.624 -0.240 0.021 -0.163
H -4.406 2.849 4.620 -0.367 0.287 -0.264
O -1.155 0.140 -5.116 0.149 -0.123 0.016
H -1.096 0.911 -5.679 0.076 0.183 -0.181
H -1.881 0.331 -4.523 -0.245 -0.114 0.171
O -3.537 -0.745 -2.485 0.281 -0.170 -0.054
H -3.403 0.175 -2.257 0.049 0.253 0.154
H -4.483 -0.873 -2.421 -0.274 -0.079 -0.031
O 2.439 5.315 -4.108 -0.192 0.038 -0.139
H 2.529 5.604 -3.200 -0.004 0.101 0.232
H 3.229 4.802 -4.276 0.192 -0.145 -0.086
O 2.694 -1.888 3.649 -0.104 -0.130 0.263
H 3.550 -1.467 3.572 0.197 0.109 -0.020
H 2.339 -1.875 2.760 -0.109 0.069 -0.301
O 1.888 -3.853 -3.331 0.154 0.123 -0.182
H 2.274 -4.668 -3.009 0.106 -0.189 0.056
H 1.127 -3.710 -2.769 -0.340 0.066 0.181
O 6.890 3.276 1.184 -0.125 0.199 -0.024
H 6.998 2.592 0.523 0.001 -0.162 -0.199
H 7.392 2.965 1.937 0.117 -0.039 0.217
```
Forces are in eV/Å.

## Properties
* total energy: -923.6646 Eh
* 2S+1: 1
* HOMO energy: -10.31 eV
* LUMO level: 0.0020 Ha
* SMILES string: CCO.CCO.CCO.O.O.O.O.O.O
* relative energy (zero: lowest compared OMol25 entry of this formula, charge and spin): 87.1 kcal per mole

=====

No. 2
# C6H31N2O7

8 unconnected molecules or ions with the total composition C6H31N2O7 (wB97M-V/def2-TZVPD, the OMol25 dataset).

```
46
Properties=species:S:1:pos:R:3:forces:R:3
N -0.438 2.193 0.384 2.102 -1.588 0.443
C -0.319 0.786 1.002 0.281 1.842 1.665
C -1.656 0.517 1.855 0.372 -1.279 -2.823
C -2.436 -0.263 0.736 -0.733 2.608 0.802
C -3.564 -1.099 1.225 0.487 -4.457 -1.804
C 1.023 0.539 1.732 -0.559 1.232 -0.456
N 2.080 0.273 0.752 -0.736 -1.387 1.861
C 3.261 -0.230 1.500 1.149 0.904 -3.023
H 0.560 2.598 0.363 -1.199 -0.634 -0.903
H -0.839 2.855 1.051 -1.067 0.083 -0.461
H -0.792 2.063 -0.654 0.056 1.645 1.819
H -0.194 0.156 0.106 -0.561 0.040 0.607
H -1.573 -0.166 2.693 0.708 0.031 0.254
H -2.285 1.364 2.163 0.788 0.122 -0.107
H -1.669 -0.710 0.112 -0.839 -1.108 0.105
H -2.868 0.518 0.098 0.152 0.053 -0.195
H -4.273 -0.866 2.003 -0.034 0.965 -0.031
H -4.073 -1.541 0.302 -0.031 0.931 1.208
H -3.083 -2.065 1.564 -0.415 0.748 0.269
H 1.344 1.359 2.438 -0.652 -0.707 -0.411
H 0.799 -0.370 2.271 0.405 -0.366 0.470
H 2.191 1.058 0.131 0.817 0.400 0.220
H 3.849 0.498 2.083 -0.983 -0.134 0.777
H 4.004 -0.337 0.678 -0.200 -0.833 0.456
H 3.017 -1.196 1.952 0.249 0.443 0.189
H 1.542 -0.926 -0.875 0.575 -0.434 0.100
H 1.615 -1.669 -2.358 0.465 -0.486 0.829
O 1.283 -0.960 -1.808 -1.062 1.269 -0.950
H 1.314 -4.531 -1.315 -0.084 -0.023 -0.131
H 2.246 -3.727 -0.440 -0.229 0.212 -0.335
O 1.645 -3.635 -1.199 0.355 -0.413 0.473
H -0.413 0.795 -3.436 0.416 -0.296 0.028
H 1.104 0.752 -3.052 -0.661 -0.022 -0.260
O 0.419 1.311 -3.481 0.627 0.038 0.075
H -0.757 -2.815 3.774 0.193 -0.035 -0.097
H -0.843 -3.846 2.668 0.120 0.033 -0.049
O -0.237 -3.204 3.057 -0.309 0.053 0.124
H -0.767 -1.182 -2.653 0.156 -0.316 -0.115
H -1.859 -1.091 -3.822 0.212 -0.391 0.059
O -1.435 -0.641 -3.088 -0.460 0.643 0.204
H -0.125 2.507 -2.445 -0.439 0.658 0.261
H -1.494 3.053 -2.648 -0.352 0.334 0.138
O -0.806 3.082 -1.968 0.337 -0.647 -1.073
H 1.727 2.340 -1.707 0.127 0.442 -0.032
H 1.844 3.712 -0.906 0.058 -0.137 -0.249
O 1.931 2.737 -0.837 0.394 -0.035 0.073
```
Forces are in eV/Å.

## Properties
* total energy: -883.1964 Eh
* 2S+1: 2
* HOMO energy (spin up / spin down): -2.30 / -9.30 eV
* LUMO level (spin up / spin down): 0.0010 / -0.0022 Ha
* ⟨S²⟩: 0.75
* relative energy (zero: lowest compared OMol25 entry of this formula, charge and spin): 31.8 kcal per mole

=====

No. 3
# C6H32N2O9

10 unconnected molecules or ions with the total composition C6H32N2O9 (wB97M-V/def2-TZVPD, the OMol25 dataset).

```
49
Properties=species:S:1:pos:R:3:forces:R:3
C -0.421 -3.242 2.364 -1.921 1.368 2.008
C -0.205 -1.866 1.753 1.062 -1.370 -0.200
C 1.145 -1.223 2.310 -0.819 -0.842 -1.383
C 0.801 0.206 2.779 0.140 -0.121 2.776
N 1.494 3.723 1.436 -1.394 1.003 -0.289
C 1.104 2.699 2.324 0.256 -1.620 -0.932
C 1.018 1.411 1.959 1.726 0.828 -0.845
N -0.206 -2.013 0.302 -0.622 0.120 -1.739
H -0.676 -3.099 3.421 1.091 0.052 0.614
H 0.302 -4.031 2.264 0.146 -0.166 -0.521
H -1.461 -3.436 2.167 -0.329 -1.306 -1.330
H -1.100 -1.254 2.051 0.948 -0.354 -0.209
H 1.943 -1.341 1.561 -0.423 0.921 -0.554
H 1.644 -1.952 3.004 -1.152 1.122 0.502
H 1.298 0.341 3.788 -0.688 0.098 -0.916
H -0.293 0.278 2.939 0.487 -0.637 0.535
H 0.629 4.272 1.181 1.565 -0.512 0.144
H 1.927 3.328 0.610 -0.273 0.168 -0.205
H 1.013 3.007 3.323 -0.518 0.384 1.315
H 1.349 1.241 0.946 -0.364 -0.105 -0.390
H -0.918 -2.632 -0.187 1.049 1.110 1.643
H 0.690 -2.166 -0.159 -0.058 -0.006 0.495
H -3.339 2.828 1.897 0.470 -0.101 -0.875
H -2.964 1.662 0.971 -0.073 0.253 -0.173
O -2.908 2.628 1.036 -0.395 -0.146 0.914
H 0.264 2.365 -0.890 -7.374 2.980 3.547
H 0.797 1.596 -2.053 -1.332 -2.011 -3.249
O 0.939 2.049 -1.291 8.572 -0.768 -0.384
H -2.848 2.691 -2.075 2.236 0.970 -0.431
H -1.541 3.364 -1.486 -0.863 -0.288 -1.032
O -1.959 3.111 -2.346 -1.432 -0.465 1.422
H -1.354 0.901 -0.161 0.801 -0.287 1.121
H -1.985 -0.472 -0.819 0.920 2.162 0.419
O -1.808 0.529 -0.895 -1.433 -1.918 -1.233
H 2.457 -1.571 -2.074 0.103 -0.006 0.039
H 2.776 -3.078 -2.092 0.916 -0.973 -0.801
O 2.264 -2.426 -1.663 -1.221 0.958 0.753
H -0.475 -2.775 -2.090 0.345 0.319 -0.211
H -1.606 -3.621 -2.306 -2.528 -9.748 -0.408
O -1.415 -2.806 -2.283 2.358 9.315 0.253
H -3.323 -0.036 -2.089 -0.518 -0.915 0.036
H -3.101 -1.384 -2.805 -0.920 0.513 1.334
O -3.665 -0.962 -2.092 1.199 0.347 -1.447
H 1.340 0.768 -4.369 -0.195 -0.453 -0.039
H 2.717 0.669 -3.895 1.820 0.745 0.353
O 1.946 0.148 -3.938 -1.715 -0.281 -0.342
H 1.991 0.114 -0.471 1.599 -0.402 -1.093
H 2.858 1.230 -0.887 0.371 -1.652 -0.520
O 2.864 0.228 -0.968 -1.622 1.721 1.527
```
Forces are in eV/Å.

## Properties
* total energy: -1034.3291 Eh
* 2S+1: 1
* HOMO energy: -8.50 eV
* LUMO level: 0.0108 Ha
* SMILES string: C[C@H](N)CC/C=C/N.O.O.O.O.O.O.O.O.O
* relative energy (zero: lowest compared OMol25 entry of this formula, charge and spin): 104.8 kcal per mole

=====

No. 4
# C6H32NO11

A molecular structure, C6H32NO11 (wB97M-V/def2-TZVPD, the OMol25 dataset).

```
50
Properties=species:S:1:pos:R:3:forces:R:3
C 1.217 -0.544 3.556 0.440 2.404 -0.736
O 1.455 -1.805 3.035 0.769 -0.844 0.290
C -0.284 -0.222 3.547 -0.253 0.220 1.259
C -0.721 1.190 3.108 1.032 -0.111 -0.545
C -0.652 1.261 1.622 -0.061 -0.261 -1.946
C 0.419 1.648 0.918 0.534 -0.012 1.145
N 0.589 1.510 -0.457 -0.594 -0.162 0.093
C -1.813 0.691 0.847 -1.267 0.100 0.514
H 1.833 0.289 3.089 -0.856 -0.817 -0.732
H 1.693 -0.404 4.524 -0.458 -1.022 0.698
H -0.746 -0.964 2.889 -0.156 0.105 0.100
H -0.653 -0.385 4.576 -0.096 -0.215 -0.374
H -1.729 1.422 3.444 -0.159 -0.067 0.222
H -0.044 1.950 3.496 0.046 0.028 0.391
H 1.263 2.036 1.479 0.112 0.290 -0.118
H 1.497 1.762 -0.825 -0.041 -0.017 0.089
H 0.320 0.571 -0.736 0.130 0.027 -0.241
H -2.540 0.314 1.582 0.061 -0.262 -0.406
H -1.648 -0.071 0.087 0.501 -0.290 0.326
H -2.376 1.444 0.282 0.167 0.356 0.089
H -0.264 -0.259 -3.753 0.150 -0.746 0.504
H -0.330 1.253 -3.839 -0.075 -0.069 -0.106
O -0.239 0.466 -4.385 -0.516 0.762 -0.465
H -0.732 -2.449 0.069 -0.347 -0.992 -0.279
H -2.080 -3.102 -0.580 0.279 -0.031 -0.160
O -1.399 -3.315 0.071 -0.071 0.710 0.016
H 2.171 3.321 -2.768 0.072 -0.022 0.166
H 2.061 1.808 -3.114 0.516 0.054 0.077
O 2.495 2.451 -2.504 -0.365 0.356 -0.231
H 1.717 -0.402 -3.405 -0.143 -0.618 0.377
H 3.111 0.263 -3.100 -0.142 -0.436 0.013
O 2.401 0.192 -3.748 0.614 0.465 -0.320
H -0.507 3.533 -1.150 0.173 -0.073 0.024
H -0.185 3.105 -2.515 0.074 -0.102 -0.146
O -0.468 3.893 -2.046 -0.174 0.172 0.121
H -2.886 -3.164 1.133 0.776 0.713 1.062
H -2.832 -2.195 2.448 0.778 -0.288 -0.201
O -3.366 -2.599 1.771 -1.710 -0.250 -0.358
H -0.083 -4.213 -0.502 0.324 -0.181 -0.717
H 0.997 -1.932 2.197 -0.022 0.394 -0.125
O 0.744 -4.646 -0.840 0.151 -0.424 0.567
H -1.679 3.496 1.896 0.140 -0.273 -0.018
H -1.443 4.444 0.736 0.010 0.033 0.109
O -1.347 4.374 1.693 -0.150 0.430 -0.095
H 1.093 -2.408 -0.119 0.087 0.121 -0.146
H 0.986 -4.316 -1.706 -0.333 0.300 0.017
O 0.441 -1.710 -0.269 -0.377 0.125 0.597
H 0.413 -2.393 -3.111 -0.426 -3.883 -2.262
H 0.301 -1.743 -1.452 0.883 0.273 -0.410
O 0.483 -1.622 -2.668 -0.026 4.030 2.270
```
Forces are in eV/Å.

## Properties
* total energy: -1130.2433 Eh
* charge: -1
* 2S+1: 1
* HOMO energy: -5.46 eV
* LUMO level: 0.1014 Ha
* relative energy (zero: lowest compared OMol25 entry of this formula, charge and spin): 16.7 kcal per mole